136
Properties=species:S:1:pos:R:3:forces:R:3:lowdin_charge:R:1 method="wB97M-V/def2-TZVPD" charge=+1 total_energy_ev=-855265.191 largest_force_ev_per_a=5.22 homo_lumo_gap_ha=0.28137 lumo_ev=-3.83
C 8.4567 0.4973 1.0055 0.5 -0.8 0.5 -0.108
O 8.4731 1.5336 1.9529 0.3 0.3 -0.3 -0.155
C 7.2106 2.0836 2.1680 0.1 0.6 0.7 -0.253
C 6.3702 1.3170 3.1771 0.0 -0.2 -0.4 -0.162
C 4.8814 1.5871 2.9514 1.2 -0.8 -0.6 -0.161
C 4.5242 0.9507 1.6018 -0.3 0.3 0.2 -0.209
C 3.0702 0.4981 1.5391 1.3 0.5 0.7 -0.233
N 2.5387 0.5715 0.1766 0.1 -1.2 -0.1 -0.029
C 3.1487 -0.3064 -0.7480 1.1 -1.4 1.6 -0.659
Br 4.1673 -1.8205 -0.1019 -0.1 0.4 0.4 0.849
C 3.0790 -0.1729 -2.0367 0.1 0.2 -2.2 -0.760
C 2.3819 0.9531 -2.7253 0.1 -0.4 -0.5 -0.092
Br 3.9191 -1.4163 -3.2000 -0.3 0.3 -0.1 0.793
C 1.1532 0.6872 0.0901 -0.4 -0.9 0.5 -0.208
N 0.1776 -0.2798 0.2605 0.4 -0.4 0.3 -0.023
C 0.3658 -1.5175 -0.4470 1.2 -1.1 -1.0 -0.244
N 1.0706 -2.5530 0.2742 -1.1 0.2 0.8 0.036
C -0.5261 -0.3206 1.5069 -1.8 0.3 -0.5 -0.613
Br 0.4852 -0.9463 3.0769 0.0 0.2 0.0 0.854
C -1.8169 -1.1893 1.5159 0.1 0.1 0.5 -0.681
C -2.6314 -0.9088 2.7874 -0.4 0.4 -0.9 -0.159
Br -3.0819 -0.9769 0.0001 0.7 -0.4 0.9 0.750
N 0.8034 1.8944 -0.1618 0.1 1.5 0.0 0.006
C 1.7613 2.9791 -0.3106 0.3 0.3 0.5 -0.017
C 2.2968 3.4641 1.0287 -3.2 -2.9 -0.1 -0.279
O 3.0870 4.2903 1.1003 3.6 3.7 0.1 0.152
O -0.4921 2.2245 -0.2958 -0.8 -0.2 -0.3 -0.065
C -0.8744 3.2814 0.6080 0.3 0.3 -0.1 -0.098
C -2.3628 3.3398 0.8723 -0.6 0.2 0.1 -0.411
C -3.0719 4.4672 0.1364 0.4 -0.7 0.5 -0.008
O -2.5015 3.5061 2.2662 -0.1 -0.1 0.3 -0.021
H 8.6011 -0.4383 1.5338 -0.2 -0.5 0.0 0.088
H 9.2911 0.5716 0.3300 0.4 0.4 -0.3 0.073
H 7.5451 0.4367 0.4256 -0.4 0.2 -0.2 0.068
H 7.3719 3.0757 2.5669 0.1 0.5 0.0 0.129
H 6.7007 2.2026 1.2190 -0.3 0.0 -0.3 0.077
H 6.5942 0.2706 3.0170 -0.2 -0.5 0.0 0.112
H 6.6745 1.5185 4.1890 0.2 0.4 0.4 0.117
H 4.3299 1.0927 3.7355 -0.4 0.2 0.4 0.118
H 4.7647 2.6593 2.9397 -0.6 0.4 0.2 0.110
H 4.7489 1.6021 0.7700 0.0 0.4 -0.3 0.081
H 5.1888 0.1149 1.4874 0.1 -0.5 -0.2 0.058
H 2.5433 1.1392 2.2214 -0.8 0.3 -0.1 0.087
H 3.0082 -0.4875 1.9715 -0.3 -0.5 -0.1 0.040
H 1.3678 1.0923 -2.3952 -0.4 0.2 0.2 0.074
H 2.3038 0.7183 -3.7697 0.0 0.0 -0.5 0.069
H 2.9546 1.8627 -2.6565 0.2 0.4 0.0 0.078
H 0.9174 -1.2963 -1.3561 -0.1 0.5 -0.3 0.114
H -0.5612 -1.9433 -0.7930 -0.7 0.3 0.1 0.096
H 1.4609 -3.2227 -0.3558 0.3 -0.4 -0.2 0.073
H 1.7617 -2.1981 0.9034 0.4 0.0 0.1 -0.068
H -0.8414 0.6840 1.7324 0.1 0.5 0.4 0.093
H -1.5098 -2.2157 1.4731 0.1 -0.5 -0.2 0.069
H -3.0390 -1.8079 3.2067 0.1 -0.5 0.4 0.083
H -3.4874 -0.3297 2.4828 -0.4 0.3 0.1 0.044
H -2.1058 -0.3047 3.5018 0.4 -0.1 0.5 0.044
H 1.3082 3.8054 -0.8235 -0.5 0.3 -0.2 0.154
H 2.6205 2.7029 -0.8859 0.2 -0.4 -0.3 0.115
H 1.8718 3.0216 1.9367 -0.4 -0.4 0.3 0.121
H -0.3415 3.1472 1.5391 0.0 -0.3 0.4 0.114
H -0.5744 4.2466 0.2202 0.3 0.2 -0.4 0.130
H -2.8942 2.4325 0.6332 0.2 -0.7 -0.1 0.129
H -3.2571 4.1625 -0.8777 0.0 0.2 -0.6 0.084
H -2.4917 5.3747 0.2091 0.1 0.5 -0.2 0.087
H -4.0088 4.5958 0.6463 -0.5 0.2 0.0 0.092
H -2.1250 4.3678 2.4468 0.0 0.4 0.6 0.078
C 7.6761 3.3376 -2.0017 0.2 0.0 -0.2 -1.520
Cl 6.1769 2.4218 -1.7305 -0.1 -0.1 0.1 0.521
Cl 8.9882 2.2550 -2.4475 -0.2 0.1 0.2 0.524
Cl 7.4311 4.5690 -3.2378 0.0 0.0 0.0 0.547
H 7.9398 3.8325 -1.0779 -0.1 0.0 0.1 0.016
C -5.6969 -3.6350 1.2153 0.0 0.2 -0.1 -1.557
Cl -4.6340 -5.0442 1.2730 0.0 0.0 0.0 0.522
Cl -6.9280 -3.8288 -0.0400 0.1 0.0 0.1 0.495
Cl -6.4186 -3.3334 2.7972 0.1 0.1 -0.1 0.516
H -5.0879 -2.7748 0.9363 -0.2 -0.2 0.1 -0.061
C 1.6281 5.8483 3.7491 0.1 0.2 0.1 -1.569
Cl 3.0889 5.8188 4.7229 0.0 -0.1 0.0 0.559
Cl 0.4118 4.7447 4.4084 -0.1 -0.2 -0.1 0.534
Cl 0.9857 7.4838 3.6276 0.0 0.0 0.0 0.552
H 1.8832 5.5113 2.7569 0.1 0.0 -0.1 -0.035
C 11.3029 1.3838 -5.5318 0.1 0.2 0.2 -1.552
Cl 9.9256 2.4630 -5.7524 0.0 -0.1 -0.1 0.515
Cl 12.8038 2.3043 -5.4739 0.0 0.0 0.0 0.543
Cl 11.1282 0.3909 -4.0758 0.0 0.0 -0.1 0.483
H 11.3453 0.7218 -6.3825 0.0 -0.1 0.0 -0.046
C -9.0222 -7.0642 3.2721 0.2 0.0 0.0 -1.539
Cl -8.1962 -8.6209 3.2822 0.0 0.0 0.0 0.515
Cl -8.7166 -6.1863 4.7736 0.0 0.0 0.0 0.522
Cl -8.5224 -6.1039 1.8796 -0.1 0.0 0.0 0.502
H -10.0842 -7.2445 3.1960 -0.1 0.0 0.0 0.012
C 2.0550 -4.3192 4.4994 0.1 -0.1 0.2 -1.548
Cl 2.6044 -5.9897 4.5273 0.0 0.0 0.0 0.555
Cl 2.4167 -3.5124 6.0240 0.0 0.0 0.0 0.537
Cl 2.7882 -3.4441 3.1477 0.3 -0.1 -0.1 0.493
H 0.9834 -4.3158 4.3598 -0.1 0.0 0.0 0.011
C 12.4313 -3.3556 -5.9680 -0.1 0.0 0.1 -1.538
Cl 11.4719 -4.7753 -6.3780 0.0 0.0 0.0 0.534
Cl 11.7599 -1.9105 -6.7332 0.0 -0.1 -0.1 0.540
Cl 12.5263 -3.1504 -4.2199 0.0 0.0 0.0 0.523
H 13.4320 -3.5019 -6.3463 0.1 0.0 0.0 0.013
C -9.5279 -0.9194 -1.4398 -0.1 0.0 0.4 -1.525
Cl -8.1088 -0.5228 -0.4494 0.1 -0.3 -0.4 0.458
Cl -10.3420 -2.3316 -0.7618 0.0 0.0 -0.1 0.531
Cl -10.6342 0.4501 -1.5250 0.0 0.0 -0.1 0.533
H -9.1990 -1.1497 -2.4420 0.1 -0.1 -0.1 -0.052
C -7.1607 -11.9688 1.1887 -0.1 0.2 0.1 -1.556
Cl -6.8495 -12.1047 2.9205 0.0 0.0 0.0 0.515
Cl -8.8656 -11.6364 0.8850 0.0 0.0 0.0 0.518
Cl -6.1450 -10.7179 0.4695 0.0 0.0 0.0 0.514
H -6.9131 -12.9126 0.7265 0.0 -0.1 0.0 0.009
C -6.5931 0.7808 5.7887 -0.5 -0.3 0.1 -1.544
Cl -7.4986 1.7585 6.9463 0.1 0.0 0.0 0.534
Cl -6.3639 -0.8617 6.4056 0.1 0.1 0.0 0.518
Cl -7.4071 0.7572 4.2274 0.2 -0.4 0.1 0.491
H -5.6281 1.2254 5.6542 0.4 0.2 0.0 0.002
C -2.8707 0.9822 -3.8037 0.0 0.4 -0.1 -1.513
Cl -2.4455 0.9470 -2.0889 0.1 0.4 -1.0 0.480
Cl -4.5712 1.3835 -3.9968 -0.1 0.0 0.0 0.550
Cl -1.8481 2.1305 -4.6790 0.0 -0.1 0.0 0.503
H -2.7029 -0.0023 -4.2164 0.0 -0.1 0.0 0.020
C -8.6577 -2.3778 -5.8032 0.0 -0.2 0.1 -1.547
Cl -7.8924 -3.9372 -6.0913 0.0 0.0 0.0 0.537
Cl -10.0977 -2.5719 -4.8066 -0.1 0.1 0.0 0.550
Cl -7.5191 -1.2590 -5.0529 0.1 0.1 0.1 0.517
H -8.9566 -1.9657 -6.7556 0.0 0.0 -0.1 0.013
C -0.6683 3.9954 -8.4595 0.1 -0.2 -0.1 -1.547
Cl 0.7922 3.7241 -9.4050 0.0 0.0 0.0 0.537
Cl -1.7946 2.6530 -8.6493 0.0 0.0 0.0 0.525
Cl -0.2695 4.2357 -6.7531 0.0 0.1 0.0 0.486
H -1.1462 4.8931 -8.8226 0.0 0.1 0.0 0.013
C -9.3418 3.2874 1.9650 0.0 -0.2 0.3 -1.522
Cl -11.0204 3.1464 2.4775 -0.1 0.0 -0.1 0.542
Cl -8.3292 3.6569 3.3644 0.0 0.6 -0.2 0.489
Cl -8.7819 1.7992 1.1968 -0.2 0.4 0.1 0.465
H -9.2745 4.0850 1.2400 0.1 0.1 0.0 0.013

=====

93
Properties=species:S:1:pos:R:3:forces:R:3:mulliken_spin:R:1 method="wB97M-V/def2-TZVPD" charge=-1 multiplicity=3 total_energy_ev=-102123.385 e_above_lowest_kj_mol=0.00 s2=2.007 largest_force_ev_per_a=3.38 homo_lumo_gap_ha="0.21382 / 0.24392" lumo_ev="2.49 / 2.32"
C -0.8769 -5.8043 -1.6564 -0.2 -0.3 -0.2 0.000
C -0.1035 -4.6068 -2.1049 0.3 0.5 -0.5 0.001
H -1.7950 -5.9223 -2.2424 0.0 0.0 0.2 0.000
H -1.1130 -5.7376 -0.5971 -0.2 0.0 -0.1 0.000
H -0.3026 -6.7236 -1.7983 0.1 0.0 -0.1 0.000
C 0.5702 -4.6313 -3.2608 0.4 0.0 0.4 -0.002
C 0.5326 -5.8067 -4.1862 0.1 -0.3 -0.3 0.000
H 1.2954 -3.8532 -3.5220 -0.6 -0.2 0.1 -0.002
H -0.4811 -5.9944 -4.5725 0.2 0.0 0.1 0.000
H 0.8695 -6.7300 -3.6906 -0.1 0.1 -0.1 0.000
H 1.1980 -5.6376 -5.0394 -0.2 -0.1 0.1 0.000
Pt -0.2727 1.4864 1.3148 -0.9 0.7 0.9 1.116
Cl -0.1785 -0.3254 2.8150 0.6 -0.5 0.8 0.199
Cl -2.5881 1.6142 0.8414 -1.3 0.0 -0.4 0.070
H -3.4668 4.4609 5.1121 -0.2 -0.1 -0.1 0.000
H -2.2710 1.3912 5.8970 -0.2 0.0 -0.2 -0.001
C -3.8810 3.6371 4.5132 0.2 0.2 0.0 0.004
C -2.9749 1.3855 5.0475 0.3 0.0 -0.3 0.000
N -2.8806 2.6130 4.2616 -0.5 0.3 0.2 0.004
H -4.2339 4.0431 3.5557 0.1 0.0 0.3 -0.001
C -1.8336 2.9738 3.4893 0.9 -0.4 -0.2 0.029
O -1.5591 4.1362 3.2087 -0.4 -0.4 0.0 0.004
H -2.7745 0.5043 4.4256 0.0 0.2 0.1 0.003
H -1.2208 2.1000 3.0577 -0.6 0.9 1.3 0.037
H -4.7076 3.1682 5.0499 0.0 0.2 -0.1 0.000
H -3.9925 1.3437 5.4546 0.3 -0.2 -0.2 0.000
H -2.6976 -0.2773 -3.6670 0.1 0.3 0.0 0.000
H -0.7235 -1.4456 -4.8044 0.1 0.2 -0.1 0.000
C -2.2348 0.6987 -3.8572 0.1 0.0 0.0 0.000
C -0.4135 -0.4268 -5.0832 -0.1 0.0 0.4 0.000
N -0.8052 0.5106 -4.0381 0.2 0.3 -0.4 0.005
H -2.3966 1.3733 -3.0077 0.0 -0.2 -0.3 -0.001
C 0.0688 1.4823 -3.6238 -0.5 0.9 0.4 -0.006
O -0.2533 2.5531 -3.1085 0.4 -1.3 -0.8 0.002
H 0.6776 -0.3990 -5.1958 -0.3 -0.1 -0.1 0.000
H 1.1298 1.1876 -3.7818 -0.3 0.1 0.0 -0.001
H -2.6928 1.1063 -4.7743 0.1 0.1 0.2 0.000
H -0.8968 -0.1849 -6.0449 0.2 0.1 0.2 0.000
O -1.4124 -2.7670 -1.1625 1.8 -0.6 -1.7 0.002
C -0.1419 -3.4285 -1.1461 0.1 0.8 0.6 0.001
C 1.3192 -1.8186 -2.5359 0.1 -0.2 0.1 0.022
C 1.0292 -2.4473 -1.3166 0.2 -0.1 -0.1 0.000
H 0.5572 -1.8318 -3.3160 0.4 0.0 0.3 0.005
C 2.5854 -1.2679 -2.7779 -0.3 -0.1 -0.1 -0.028
H -0.0082 -3.8669 -0.1486 0.0 0.1 0.1 0.000
C 1.9459 -2.2953 -0.2682 -0.1 -0.4 -0.2 0.000
H 2.8441 -0.8671 -3.7711 -0.2 -0.1 0.5 0.002
C 3.5425 -1.2764 -1.7691 0.1 0.0 0.4 0.001
C 3.2027 -1.7353 -0.4923 -0.1 0.0 -0.2 0.000
H 1.6696 -2.6509 0.7289 0.2 0.0 -0.3 0.000
H 4.5537 -0.9026 -1.9489 -0.4 0.0 0.0 -0.001
H 3.9204 -1.6843 0.3293 -0.2 0.1 -0.3 0.001
Si -2.8541 -2.8635 -0.4433 -0.2 1.8 1.3 0.001
Cl 0.6079 0.7490 -0.5659 0.8 -1.6 -2.9 0.247
C -3.9078 -1.6286 -1.3779 -0.3 -0.2 -0.2 0.000
C -2.6298 -2.0391 1.2218 0.2 -0.3 0.1 -0.002
C -3.5606 -4.5499 -0.2339 -0.6 -0.7 0.0 0.000
H -3.2634 -0.9539 -1.9528 -0.1 -0.2 0.3 0.000
H -4.4198 -1.0049 -0.6366 0.0 -0.1 -0.1 0.000
H -4.6525 -2.0599 -2.0475 -0.1 0.0 -0.1 0.000
H -3.7369 -5.0994 -1.1660 0.1 0.1 0.1 0.000
H -4.5345 -4.4062 0.2496 0.0 0.0 -0.1 0.000
H -2.9794 -5.1841 0.4454 0.0 0.2 -0.1 0.000
H -1.5765 -2.0500 1.5258 -0.2 -0.2 0.0 0.000
H -3.2167 -2.4861 2.0254 -0.1 0.0 0.1 0.000
H -2.8746 -0.9716 1.1463 0.0 -0.2 0.0 0.000
C 0.4735 4.4871 0.6003 0.3 0.8 0.2 -0.030
P 1.2907 3.0568 1.3104 0.6 -0.9 0.7 0.219
C 2.7812 2.7611 0.2901 0.3 0.0 0.0 0.005
C 3.9265 2.1618 0.8354 -0.3 0.2 -0.5 0.003
C 4.9806 1.7950 -0.0039 0.2 -0.1 0.3 -0.009
C 4.8970 1.9939 -1.3777 -0.2 0.0 -0.2 0.012
C 3.7235 2.5215 -1.9313 0.2 0.1 0.0 -0.015
C 2.6880 2.9409 -1.1032 0.0 -0.1 0.3 0.026
C 1.7752 3.2698 3.0523 0.2 0.8 -0.1 -0.026
C 1.5766 4.4995 3.6954 0.2 -0.4 0.2 0.032
C 1.7441 4.5823 5.0792 0.0 0.1 0.0 -0.016
C 2.1035 3.4597 5.8302 0.0 0.1 -0.3 0.025
C 2.3068 2.2406 5.1818 0.2 0.1 -0.3 -0.011
C 2.1672 2.1457 3.7955 -0.2 0.1 0.2 0.057
H 0.0387 4.1951 -0.3612 0.1 -0.1 0.2 0.002
H 1.1940 5.2980 0.4572 -0.2 0.1 -0.1 0.008
H -0.3337 4.7956 1.2727 0.1 -0.1 -0.1 -0.015
H 3.9682 1.9723 1.9038 0.1 0.0 -0.2 0.006
H 5.8669 1.3174 0.4298 -0.3 0.3 -0.2 0.000
H 5.7359 1.7177 -2.0315 -0.4 0.0 0.3 0.001
H 3.6068 2.5800 -3.0178 0.1 0.1 0.4 0.000
H 1.7691 3.3546 -1.5247 0.3 -0.2 0.0 0.009
H 1.2709 5.3671 3.1085 0.0 -0.2 0.3 0.001
H 1.5928 5.5395 5.5732 0.0 -0.2 0.0 -0.001
H 2.2439 3.5366 6.9109 -0.1 0.0 -0.3 0.002
H 2.5885 1.3539 5.7449 -0.1 0.1 -0.1 -0.001
H 2.2949 1.1817 3.2978 -0.2 0.3 0.2 0.006